[1]
The following is a quantum chemistry calculation of C30H44Br2N2P2Pd as an isolated structure, from the Open Molecules 2025 dataset.

```
! wB97M-V def2-TZVPD RIJCOSX def2/J DEFGRID3
* xyz 2 3
N -5.01 3.29 -3.17
C -5.02 3.54 -1.86
C -4.24 2.82 -0.95
C -3.31 1.87 -1.43
C -3.40 1.55 -2.82
C -4.24 2.31 -3.64
C -2.20 1.50 -0.60
Pd -0.36 -0.10 0.16
P 3.20 -0.49 0.55
C -0.98 1.09 -1.27
C 0.03 2.15 -1.53
C 0.93 1.93 -2.58
C 2.00 2.80 -2.77
C 2.18 3.80 -1.81
C 1.15 4.19 -0.94
C 0.07 3.32 -0.77
Br 3.84 4.58 -1.65
H -2.24 1.69 0.47
H -1.14 0.43 -2.14
H -4.26 3.12 0.09
H -2.72 0.82 -3.28
H -5.67 4.35 -1.53
H -4.27 2.10 -4.72
H 0.82 1.03 -3.19
H -0.69 3.52 -0.02
H 2.72 2.67 -3.57
H 1.22 5.12 -0.38
P -0.99 -2.30 -0.11
C 3.96 1.16 0.78
C 5.42 1.22 0.30
H 3.93 1.35 1.86
H 3.35 1.92 0.27
H 5.83 2.22 0.49
H 6.03 0.49 0.84
H 5.53 1.03 -0.78
C 2.68 -0.39 -1.19
C 3.67 -1.19 -2.04
H 2.67 0.67 -1.47
H 1.64 -0.76 -1.27
H 3.34 -1.24 -3.08
H 4.67 -0.74 -2.02
H 3.76 -2.22 -1.67
C 2.01 -0.61 1.91
C 2.62 -1.25 3.15
H 1.14 -1.21 1.55
H 1.66 0.41 2.11
H 1.84 -1.68 3.78
H 3.33 -2.04 2.86
H 3.16 -0.50 3.74
C -0.63 -3.25 1.42
C -1.25 -4.65 1.48
H -0.99 -2.66 2.27
H 0.47 -3.30 1.53
H -2.31 -4.61 1.77
H -1.17 -5.17 0.52
H -0.72 -5.24 2.23
C 0.05 -2.99 -1.47
C -0.21 -2.39 -2.85
H -0.14 -4.07 -1.47
H 1.10 -2.84 -1.17
H -1.21 -2.63 -3.22
H -0.07 -1.30 -2.87
H 0.51 -2.83 -3.56
C -2.65 -2.85 -0.63
C -3.87 -2.44 0.19
H -2.62 -3.94 -0.71
H -2.78 -2.46 -1.65
H -4.77 -2.76 -0.37
H -3.91 -2.95 1.17
H -3.93 -1.35 0.33
Br -1.96 -1.46 5.79
C -1.32 -0.18 4.54
C -0.58 0.91 4.98
C -0.10 1.80 4.02
C -0.31 1.54 2.67
N -0.91 0.41 2.26
C -1.51 -0.40 3.16
H -0.36 1.05 6.03
H 0.47 2.70 4.28
H 0.06 2.22 1.88
H -2.07 -1.26 2.80
*
```

Properties
HOMO (alpha / beta)	-12.59 / -13.22	eV
energy relative to the best compared isomer or geometry (same formula, charge and spin)	30.46	kJ/mol
⟨S²⟩	2.112
HOMO-LUMO gap (alpha / beta)	5.9 / 4.3	eV

These are the Löwdin partial charges, in e, on atoms 1 to 6: 0.077, -0.112, 0.002, -0.209, 0.004, -0.113

=====

[2]
The following is a quantum chemistry calculation of C30H44BrHgN3P2 as an isolated structure, from the Open Molecules 2025 dataset.

```
! wB97M-V def2-TZVPD RIJCOSX def2/J DEFGRID3
* xyz 2 1
C 2.69 5.25 -1.00
C 1.51 4.97 -1.72
C 1.62 4.42 -3.01
C 2.87 3.97 -3.42
N 3.96 4.11 -2.67
C 3.89 4.75 -1.51
C 0.21 4.94 -1.15
C -0.80 4.61 -0.54
C -1.63 3.79 0.34
C -1.24 3.48 1.67
C -1.85 2.39 2.33
C -2.49 1.55 1.45
C -3.27 1.98 0.38
C -2.80 3.19 -0.17
Hg -0.80 -0.17 1.14
P 1.41 -0.33 0.04
H 0.75 4.20 -3.63
H 2.69 5.71 -0.01
H 2.96 3.45 -4.37
H 4.82 4.85 -0.94
H -3.26 3.55 -1.10
H -0.45 4.05 2.21
H -4.05 1.39 -0.10
H -1.76 2.27 3.44
C 2.08 -2.04 0.34
C 3.31 -2.36 -0.51
H 1.27 -2.74 0.08
H 2.29 -2.18 1.41
H 3.67 -3.37 -0.29
H 3.07 -2.32 -1.57
H 4.16 -1.69 -0.31
C 1.56 0.09 -1.75
C 2.97 0.52 -2.16
H 0.86 0.94 -1.92
H 1.20 -0.75 -2.38
H 3.00 0.84 -3.21
H 3.30 1.40 -1.60
H 3.71 -0.28 -2.05
C 2.37 0.92 0.99
C 3.85 0.55 1.06
H 1.94 0.93 2.01
H 2.21 1.92 0.56
H 4.39 1.26 1.69
H 3.97 -0.44 1.52
H 4.35 0.56 0.08
Br -2.88 -1.06 2.05
P -2.07 -1.94 -1.45
C -0.85 -2.61 -2.63
C -1.24 -3.88 -3.35
H 0.04 -2.79 -2.01
H -0.60 -1.81 -3.33
H -0.44 -4.15 -4.04
H -1.38 -4.72 -2.68
H -2.14 -3.76 -3.95
C -3.17 -3.32 -0.91
C -4.53 -3.41 -1.60
H -3.32 -3.15 0.18
H -2.61 -4.25 -1.06
H -5.13 -4.17 -1.06
H -5.10 -2.47 -1.57
H -4.46 -3.75 -2.64
C -3.08 -0.67 -2.33
C -3.46 -1.01 -3.77
H -2.48 0.26 -2.31
H -3.98 -0.50 -1.72
H -4.03 -0.17 -4.19
H -2.61 -1.16 -4.44
H -4.11 -1.89 -3.83
N 0.01 -2.13 7.50
C -0.06 -1.62 6.25
C 0.16 -2.47 5.14
C 0.04 -1.90 3.88
N -0.03 -0.57 3.70
C -0.24 0.23 4.74
C -0.34 -0.25 6.05
H 0.28 -3.10 7.65
H -0.16 -1.59 8.32
H 0.42 -3.51 5.29
H 0.00 -2.55 3.01
H -0.35 1.31 4.56
H -0.58 0.39 6.88
*
```

Properties
HOMO (alpha / beta)	-13.16 / -12.62	eV
energy relative to the best compared isomer or geometry (same formula, charge and spin)	277.81	kJ/mol
HOMO-LUMO gap (alpha / beta)	7.1 / 3.8	eV

These are the Löwdin partial charges, in e, on atoms 1 to 6: 0.004, -0.230, -0.018, -0.147, 0.059, -0.133